The following is a quantum chemistry calculation of a 6-piece molecular cluster, C4H20O6 overall, from the Open Molecules 2025 dataset.

Atoms and positions in Å:
1 C 0.522 0.302 0.974
2 O -0.590 -0.227 0.262
3 H 0.997 -0.509 1.523
4 H 1.284 0.615 0.250
5 H 0.234 1.184 1.547
6 H -0.536 0.022 -0.671
7 C -0.176 -2.179 -3.634
8 O -0.576 -2.316 -2.274
9 H 0.301 -3.081 -4.043
10 H -0.957 -1.944 -4.351
11 H 0.644 -1.450 -3.642
12 H 0.244 -2.460 -1.795
13 C 3.727 -0.708 2.478
14 O 3.305 -1.858 1.734
15 H 2.886 -0.027 2.591
16 H 4.029 -1.014 3.478
17 H 4.498 -0.204 1.900
18 H 4.028 -2.181 1.194
19 C -3.315 0.702 1.844
20 O -3.502 -0.021 0.634
21 H -2.761 0.114 2.586
22 H -2.715 1.575 1.570
23 H -4.219 1.011 2.364
24 H -2.635 -0.021 0.209
25 O -1.121 3.414 -0.023
26 H -0.713 2.679 -0.512
27 H -0.694 3.410 0.839
28 O -0.651 1.551 -1.998
29 H -0.342 1.285 -2.872
30 H -1.195 2.335 -2.164

Computed properties:
total energy: -16755.0878 eV
ΔE to the lowest compared entry with this formula, charge and spin: 49.84 kcal/mol


The following is a quantum chemistry calculation of C18H26AlBBeBrClCsF16IKNNbO9S2 as an isolated structure, from the Open Molecules 2025 dataset.

Atoms and positions in Å:
1 O -1.310 5.807 -1.761
2 C -0.897 5.550 -2.928
3 Cl -2.065 5.964 -4.290
4 C 0.531 4.956 -3.341
5 Nb 0.937 2.820 -2.680
6 O 1.233 0.819 -2.129
7 S 0.168 3.235 -0.337
8 C 1.774 2.247 -4.751
9 C 2.826 3.315 -5.333
10 C 2.437 3.636 -6.857
11 F 2.651 2.685 -7.882
12 C 1.894 4.945 -7.156
13 F 0.677 5.020 -7.827
14 F 2.563 6.111 -6.783
15 C 3.044 3.462 -1.983
16 C 3.145 3.475 -0.385
17 O 3.031 4.587 0.273
18 I 3.484 1.609 0.657
19 H 1.387 5.648 -3.005
20 H 0.556 4.948 -4.496
21 H -0.740 2.390 -3.240
22 H 2.207 0.706 -2.026
23 H 0.451 4.547 0.079
24 H 2.355 1.265 -4.610
25 H 0.914 2.030 -5.474
26 H 2.841 4.322 -4.805
27 H 3.892 2.886 -5.283
28 H 3.884 2.829 -2.434
29 H 3.182 4.557 -2.318
30 C -0.780 -3.566 -0.197
31 C -0.050 -2.252 -0.240
32 O 1.025 -2.119 -0.803
33 N -0.628 -1.176 0.382
34 C -1.882 -1.130 1.097
35 H -0.203 -4.322 -0.728
36 H -0.903 -3.889 0.839
37 H -1.753 -3.468 -0.683
38 H -0.081 -0.329 0.312
39 H -2.525 -0.390 0.610
40 H -1.677 -0.811 2.119
41 H -2.388 -2.094 1.112
42 K -1.216 1.534 0.547
43 Be 1.723 6.086 0.283
44 C -0.609 -5.494 -4.617
45 C 0.487 -6.281 -3.914
46 O -0.109 -6.737 -2.698
47 S -1.689 -7.002 -2.950
48 O -1.875 -8.397 -3.200
49 O -2.433 -6.282 -1.957
50 O -1.814 -6.214 -4.362
51 H -0.713 -4.492 -4.189
52 H -0.434 -5.412 -5.691
53 H 1.368 -5.675 -3.708
54 H 0.778 -7.159 -4.497
55 F -3.158 2.128 -2.699
56 Br -4.328 0.753 2.452
57 Cs -2.131 4.924 1.148
58 B -4.905 -3.038 3.523
59 F -4.281 -4.170 4.101
60 F -6.253 -3.334 3.202
61 F -4.875 -1.938 4.479
62 F -4.198 -2.641 2.344
63 Al -5.488 0.215 4.924
64 C 0.188 -1.850 5.694
65 C -0.194 -0.496 5.055
66 C 0.969 0.461 4.775
67 F 1.626 0.814 5.884
68 F 0.510 1.625 4.219
69 F -1.146 0.098 5.815
70 F -0.800 -0.778 3.855
71 O 0.045 -1.969 7.112
72 C 1.112 -1.505 7.919
73 C 0.711 -0.314 8.798
74 F 0.263 0.729 8.059
75 F 1.771 0.135 9.505
76 F 2.185 -1.251 7.144
77 F 1.460 -2.541 8.705
78 H -0.525 -2.579 5.297
79 H 1.165 -2.207 5.354
80 H 1.683 0.022 4.073
81 H -0.079 -0.596 9.497

Computed properties:
total energy: -220877.9189 eV
charge: +3


The following is a quantum chemistry calculation of a 2-piece molecular cluster, C6H9N4O4 overall, from the Open Molecules 2025 dataset.

Atoms and positions in Å:
1 C -1.655 2.718 1.639
2 C -0.572 0.547 1.934
3 C -1.206 1.210 -0.179
4 C 1.470 -1.142 -2.236
5 C 2.183 -1.990 -1.184
6 C 0.041 -1.900 -0.685
7 N -1.112 1.689 2.402
8 N -1.734 2.386 0.293
9 N -0.647 0.258 0.674
10 N 0.120 -1.123 -1.700
11 O -1.930 3.763 2.094
12 O 0.020 -0.239 2.814
13 O -1.199 0.983 -1.374
14 O 1.070 -2.519 -0.383
15 H 2.083 -0.230 -2.281
16 H 1.510 -1.515 -3.167
17 H 2.696 -2.998 -1.525
18 H 3.008 -1.505 -0.529
19 H -0.852 -2.009 -0.235
20 H -1.202 1.755 3.416
21 H -1.941 3.206 -0.258
22 H 0.588 -0.804 2.322
23 H -0.741 -0.539 -1.855

Computed properties:
total energy: -20512.2789 eV
ΔE to the lowest compared entry with this formula, charge and spin: 0.00 kcal/mol
charge: +1